{
  "formula": "S2",
  "method": "the ωB97M-V functional and the def2-TZVPD basis",
  "symbols": ["S", "S"],
  "positions_angstrom": [[0.00, 0.00, 1.63], [0.00, 0.00, -1.63]],
  "homo_lumo_gap_ev": 4.6,
  "e_above_lowest_ev": 6.439
}

{
  "formula": "C4H10N4",
  "method": "the ωB97M-V functional and the def2-TZVPD basis",
  "symbols": ["H", "N", "C", "N", "C", "N", "N", "C", "C", "H", "H", "H", "H", "H", "H", "H", "H", "H"],
  "positions_angstrom": [[0.70, 3.41, 0.62], [1.00, 2.63, 0.00], [1.01, 1.51, 0.55], [0.72, 1.25, 1.91], [1.57, 0.40, -0.28], [1.10, -0.76, -0.47], [-0.25, -1.12, -0.13], [-1.23, -0.10, -0.60], [-0.66, -2.40, -0.66], [0.18, 0.36, 2.02], [0.29, 2.09, 2.27], [2.49, 0.68, -0.71], [-2.17, -0.57, -0.41], [-1.20, 0.87, -0.13], [-1.16, 0.02, -1.76], [-0.12, -3.27, -0.16], [-0.58, -2.52, -1.75], [-1.70, -2.48, -0.31]],
  "smiles": "[H]/N=C(N)/C=N\\N(C)C",
  "homo_lumo_gap_ev": 9.5,
  "e_above_lowest_ev": 2.494
}

{
  "formula": "C41H42P2PdSe",
  "method": "the ωB97M-V functional and the def2-TZVPD basis",
  "symbols": ["Pd", "C", "C", "C", "C", "C", "C", "C", "C", "C", "H", "H", "H", "H", "H", "H", "H", "H", "H", "H", "H", "H", "H", "H", "H", "P", "P", "C", "C", "C", "C", "C", "C", "C", "C", "C", "C", "C", "C", "C", "C", "C", "C", "C", "C", "C", "C", "C", "C", "C", "C", "C", "C", "H", "H", "H", "H", "H", "H", "H", "H", "H", "H", "H", "H", "H", "H", "H", "H", "H", "H", "H", "H", "H", "H", "Se", "C", "C", "C", "C", "C", "C", "H", "H", "H", "H", "H"],
  "positions_angstrom": [[-1.22, 2.72, -3.64], [2.72, -0.29, -0.86], [3.07, -0.36, -2.16], [2.76, -1.44, -3.17], [1.26, -1.70, -3.44], [0.52, -2.26, -2.26], [1.02, -2.98, -1.23], [2.27, -2.82, -0.45], [2.57, -1.39, 0.12], [-2.42, 2.33, -2.04], [2.56, 0.70, -0.43], [3.61, 0.51, -2.56], [3.22, -2.41, -2.87], [3.29, -1.17, -4.10], [0.77, -0.76, -3.75], [1.23, -2.39, -4.29], [-0.55, -2.20, -2.35], [0.41, -3.83, -0.90], [3.18, -3.15, -0.99], [2.12, -3.43, 0.45], [1.79, -1.09, 0.84], [3.50, -1.47, 0.71], [-2.00, 2.67, -1.07], [-3.00, 1.40, -1.98], [-3.07, 3.13, -2.40], [0.07, 4.68, -6.43], [-2.30, 2.82, -7.50], [0.40, 3.33, -7.61], [-0.60, 2.54, -8.08], [0.80, 6.07, -7.49], [1.79, 5.90, -8.48], [2.18, 6.98, -9.28], [1.62, 8.25, -9.10], [0.66, 8.43, -8.10], [0.26, 7.35, -7.30], [1.42, 4.31, -5.25], [1.17, 3.18, -4.43], [2.15, 2.78, -3.51], [3.34, 3.48, -3.39], [3.59, 4.57, -4.23], [2.63, 5.00, -5.16], [-3.08, 3.13, -9.22], [-2.65, 4.27, -9.93], [-3.23, 4.60, -11.17], [-4.23, 3.79, -11.72], [-4.63, 2.64, -11.04], [-4.05, 2.31, -9.80], [-2.86, 1.11, -7.20], [-4.06, 0.99, -6.45], [-4.54, -0.27, -6.11], [-3.85, -1.43, -6.51], [-2.68, -1.31, -7.28], [-2.19, -0.04, -7.62], [1.43, 3.21, -7.97], [-0.44, 1.81, -8.88], [2.26, 4.94, -8.66], [2.94, 6.82, -10.05], [1.92, 9.08, -9.74], [0.23, 9.41, -7.94], [-0.49, 7.51, -6.52], [0.30, 2.50, -4.72], [1.92, 1.92, -2.87], [4.09, 3.17, -2.67], [4.54, 5.12, -4.15], [2.83, 5.84, -5.80], [-1.85, 4.90, -9.54], [-2.89, 5.48, -11.71], [-4.70, 4.06, -12.67], [-5.39, 1.99, -11.46], [-4.36, 1.39, -9.30], [-4.60, 1.88, -6.14], [-5.46, -0.37, -5.53], [-4.22, -2.41, -6.24], [-2.15, -2.19, -7.61], [-1.28, 0.04, -8.21], [-0.53, 0.98, -1.84], [-0.51, 1.03, 0.12], [-0.91, -0.11, 0.88], [-0.72, -0.15, 2.28], [-0.17, 0.93, 2.96], [0.12, 2.09, 2.25], [-0.03, 2.13, 0.86], [-1.35, -0.96, 0.37], [-0.97, -1.07, 2.81], [0.08, 0.85, 4.02], [0.51, 2.96, 2.78], [0.22, 3.05, 0.31]],
  "spin_multiplicity": 3,
  "homo_lumo_gap_ev": [6.1, 6.3],
  "s2": 2.01,
  "e_above_lowest_ev": 0.252
}

{
  "formula": "C3H2I3O3",
  "method": "the ωB97M-V functional and the def2-TZVPD basis",
  "symbols": ["C", "C", "C", "O", "O", "O", "I", "I", "I", "H", "H"],
  "positions_angstrom": [[1.96, 0.46, 0.16], [-0.01, -1.27, 0.35], [3.26, 0.39, -0.23], [1.17, -0.85, -0.13], [1.30, 1.46, 0.47], [-0.48, -1.13, 1.46], [-1.46, 2.68, -0.60], [4.23, -1.43, -0.53], [4.45, 2.06, 0.40], [-0.36, -2.09, -0.33], [-0.28, 1.64, 0.00]],
  "total_charge": -1,
  "homo_lumo_gap_ev": 7.1
}

{
  "formula": "C9H24N2OSi",
  "method": "the ωB97M-V functional and the def2-TZVPD basis",
  "symbols": ["C", "C", "C", "C", "C", "C", "C", "C", "C", "N", "N", "O", "Si", "H", "H", "H", "H", "H", "H", "H", "H", "H", "H", "H", "H", "H", "H", "H", "H", "H", "H", "H", "H", "H", "H", "H", "H"],
  "positions_angstrom": [[-1.14, 1.16, 1.83], [-2.08, -2.27, 2.55], [3.23, 2.11, -1.63], [-1.04, 2.18, -1.95], [-0.91, -2.34, -1.61], [-1.60, 1.54, 0.48], [-0.56, -2.72, 2.32], [3.35, 0.69, -1.17], [-0.42, 1.66, -0.56], [0.30, -1.66, 2.80], [2.06, 0.03, -1.45], [-0.48, -0.98, -1.50], [0.52, -0.03, -0.69], [-0.35, 1.94, 2.27], [-0.79, 0.09, 2.04], [-1.95, 1.07, 2.66], [-2.10, -1.70, 3.47], [-2.54, -1.78, 1.72], [-2.79, -3.14, 2.64], [2.82, 2.07, -2.72], [2.61, 2.58, -0.84], [4.18, 2.57, -1.53], [-0.71, 3.23, -2.17], [-1.00, 1.41, -2.72], [-2.11, 2.33, -1.81], [-1.92, -2.37, -2.13], [-0.82, -2.89, -0.67], [-0.17, -2.88, -2.18], [-2.27, 0.81, 0.02], [-1.97, 2.51, 0.29], [-0.40, -3.57, 3.01], [-0.31, -3.08, 1.28], [4.17, 0.18, -1.55], [3.58, 0.82, -0.07], [0.25, 2.41, -0.16], [1.19, -1.77, 2.31], [2.13, -0.20, -2.54]],
  "homo_lumo_gap_ev": [9.0, 6.2],
  "e_above_lowest_ev": 5.197
}

{
  "formula": "C10H13O2",
  "method": "the ωB97M-V functional and the def2-TZVPD basis",
  "symbols": ["C", "C", "C", "O", "O", "H", "H", "H", "H", "H", "C", "C", "C", "C", "C", "C", "C", "H", "H", "H", "H", "H", "H", "H", "H"],
  "positions_angstrom": [[-1.05, 1.50, -1.95], [-0.43, 2.47, -2.96], [-2.16, 2.20, -1.06], [-2.95, 1.31, -0.65], [-2.10, 3.39, -0.86], [-1.44, 0.63, -2.45], [-0.34, 1.10, -1.22], [-0.82, 2.20, -3.95], [0.65, 2.45, -2.91], [-0.81, 3.48, -2.85], [2.54, -1.02, 2.66], [0.24, -0.36, 1.82], [1.33, -1.23, 1.80], [-0.87, -0.64, 1.04], [1.26, -2.35, 0.97], [-0.92, -1.73, 0.18], [0.16, -2.59, 0.16], [0.27, 0.51, 2.46], [-1.70, 0.03, 1.07], [2.38, -1.38, 3.68], [2.84, 0.02, 2.75], [2.10, -3.04, 0.96], [-1.72, -1.84, -0.54], [0.16, -3.50, -0.43], [3.38, -1.59, 2.28]],
  "spin_multiplicity": 2,
  "homo_lumo_gap_ev": [10.0, 6.0],
  "s2": 0.76,
  "e_above_lowest_ev": 0.148
}

Max |F|? In order: 3.606, 2.949, 2.915, 2.228, 4.403, 1.362 eV/Å.